Record 1
Density functional theory data (ωB97M-V/def2-TZVPD) for a molecular structure, C4H7NO.

Output
E_HOMO in hartree: -0.2951

Last column: Löwdin charge in e.
Atoms and positions in Å:
C1 0.120 1.929 0.582  -0.042
C2 0.380 0.652 0.861  -0.307
N1 0.107 -0.444 1.377  0.079
C3 -0.034 -1.534 0.427  -0.176
C4 0.496 -0.986 -0.876  -0.224
O1 1.203 0.009 -0.800  0.014
H1 -0.713 2.369 1.119  0.068
H2 -1.069 0.958 -0.826  0.079
H3 0.810 2.571 0.054  0.059
H4 0.590 -2.385 0.737  0.123
H5 -1.055 -1.906 0.340  0.115
H6 -1.266 0.286 -1.174  0.081
H7 0.429 -1.519 -1.823  0.133

Atoms 1-2, force components in eV/Å:
0.804 0.105 0.573
-1.572 0.638 1.238

Record 2
Density functional theory data (ωB97M-V/def2-TZVPD) for a single C4H7NO molecule.

Output
E_HOMO in hartree: -0.3183

Last column: Löwdin charge in e.
Atoms and positions in Å:
O1 0.017 -0.959 2.046  -0.057
C1 0.216 -0.879 0.650  -0.420
C2 -0.979 -0.222 -0.080  -0.121
C3 -0.277 0.618 -1.144  -0.165
N1 1.008 0.891 -0.473  -0.028
C4 1.413 0.052 0.442  -0.001
H1 0.679 -0.349 2.407  0.069
H2 0.409 -1.887 0.247  0.142
H3 -1.507 0.416 0.636  0.116
H4 -1.698 -0.929 -0.503  0.110
H5 -0.783 1.537 -1.450  0.114
H6 1.570 1.690 -0.738  0.125
H7 -0.067 0.021 -2.039  0.115

Atoms 1-2, force components in eV/Å:
-0.027 0.039 0.195
0.000 0.016 -0.178

Record 3
Density functional theory data (ωB97M-V/def2-TZVPD) for a single C4H7NO molecule.

Output
E_HOMO in hartree: -0.3227

Last column: Löwdin charge in e.
Atoms and positions in Å:
C1 2.152 -0.125 0.153  -0.012
C2 0.644 -0.303 0.112  -0.599
N1 -0.038 0.648 -0.531  0.074
C3 -1.422 0.908 -0.062  -0.256
C4 -1.770 -0.461 -0.283  0.132
O1 0.130 -1.312 0.637  -0.001
H1 2.447 0.158 1.169  0.084
H2 2.493 0.646 -0.539  0.071
H3 2.643 -1.074 -0.076  0.079
H4 -1.503 1.242 0.977  0.123
H5 -1.858 1.631 -0.752  0.119
H6 -1.853 -0.815 -1.305  0.102
H7 -2.064 -1.144 0.500  0.084

Atoms 1-2, force components in eV/Å:
0.058 -0.002 -0.037
-0.073 -0.076 -0.022

Record 4
Density functional theory data (ωB97M-V/def2-TZVPD) for a single C4H7NO molecule.

Output
E_HOMO (alpha / beta) in hartree: -0.2918 / -0.2741

Last column: Löwdin charge in e.
Atoms and positions in Å:
O1 -2.581 0.108 0.134  -0.062
N1 -1.607 -0.755 0.620  0.005
C1 -0.399 -0.192 0.246  -0.476
C2 0.035 0.930 -0.496  -0.021
C3 1.465 0.446 -0.532  -0.166
C4 0.956 -0.886 0.095  -0.100
H1 -3.368 -0.149 0.633  0.095
H2 -0.471 1.804 -0.885  0.097
H3 -0.457 0.316 1.267  0.204
H4 1.891 0.322 -1.536  0.104
H5 2.191 1.001 0.076  0.103
H6 0.904 -1.701 -0.630  0.112
H7 1.440 -1.243 1.008  0.106

Atoms 1-2, force components in eV/Å:
-0.240 -0.039 0.215
-1.038 -0.823 -0.724

Record 5
Density functional theory data (ωB97M-V/def2-TZVPD) for 2 unconnected molecules or ions with the total composition C4H7NO.

Output
E_HOMO in hartree: -0.3484

Last column: Löwdin charge in e.
Atoms and positions in Å:
C1 -0.474 -1.042 -0.614  0.009
C2 0.802 -1.379 -0.351  -0.193
C3 1.252 -1.492 1.001  -0.259
N1 1.565 -1.632 2.108  0.132
H1 -1.181 -0.824 0.181  0.094
H2 -0.876 -1.051 -1.618  0.093
H3 1.477 -1.671 -1.147  0.106
C4 -0.664 1.706 0.284  -0.139
O1 -0.176 1.090 -0.891  -0.168
H4 -1.758 1.630 0.280  0.090
H5 -0.289 1.232 1.205  0.088
H6 -0.364 2.752 0.259  0.081
H7 0.686 0.679 -0.697  0.067

Atoms 1-2, force components in eV/Å:
0.125 -1.026 0.111
-0.528 -0.762 -0.074

Record 6
Density functional theory data (ωB97M-V/def2-TZVPD) for a single C4H7NO molecule.

Output
E_HOMO in hartree: -0.3102

Last column: Löwdin charge in e.
Atoms and positions in Å:
C1 -0.439 -0.741 1.587  -0.056
O1 -0.751 -0.921 0.194  -0.173
C2 0.473 -0.555 -0.827  -0.097
C3 -0.051 0.715 -1.307  -0.226
C4 0.550 1.904 -0.796  -0.312
N1 1.026 2.861 -0.336  0.096
H1 0.262 -1.523 1.881  0.096
H2 -0.001 0.251 1.752  0.099
H3 -1.370 -0.843 2.148  0.095
H4 1.355 -0.549 -0.186  0.120
H5 0.450 -1.402 -1.509  0.114
H6 -1.093 0.041 -0.272  0.156
H7 -0.412 0.760 -2.330  0.090

Atoms 1-2, force components in eV/Å:
0.034 -0.010 0.194
-0.134 0.186 -0.082

Record 7
Density functional theory data (ωB97M-V/def2-TZVPD) for a single C4H7NO molecule.

Output
E_HOMO in hartree: -0.4080

Last column: Löwdin charge in e.
Atoms and positions in Å:
C1 -0.946 -1.051 -0.132  -0.020
C2 -0.031 0.135 0.199  -0.606
C3 1.409 0.009 -0.325  -0.012
O1 0.028 0.278 1.612  -0.011
C4 -0.642 1.338 -0.417  -0.169
N1 -1.142 2.254 -0.919  0.171
H1 -0.453 -1.998 0.108  0.089
H2 -1.845 -0.963 0.486  0.092
H3 -1.243 -1.053 -1.184  0.094
H4 2.050 0.575 0.355  0.092
H5 1.495 0.423 -1.334  0.090
H6 1.751 -1.030 -0.320  0.086
H7 -0.431 1.083 1.872  0.102

Atoms 1-2, force components in eV/Å:
-0.047 -0.084 -0.012
-0.010 -0.082 -0.254

Record 8
Density functional theory data (ωB97M-V/def2-TZVPD) for a single C4H7NO molecule.

Output
E_HOMO in hartree: -0.3470

Last column: Löwdin charge in e.
Atoms and positions in Å:
C1 -0.702 1.126 -1.130  -0.106
N1 -0.553 -0.080 -0.358  -0.160
C2 -0.434 0.156 1.261  -0.003
C3 0.650 -0.344 0.368  -0.330
C4 1.074 -1.774 0.478  -0.213
O1 2.229 -2.123 0.492  0.060
H1 -1.756 1.432 -1.120  0.091
H2 -0.417 0.900 -2.158  0.086
H3 -0.093 1.948 -0.735  0.085
H4 -0.316 1.228 1.469  0.081
H5 -1.371 -0.317 0.745  0.126
H6 1.457 0.343 0.119  0.153
H7 0.233 -2.493 0.571  0.131

Atoms 1-2, force components in eV/Å:
0.199 0.257 -0.241
0.480 0.030 -0.669

Record 9
Density functional theory data (ωB97M-V/def2-TZVPD) for a single C4H7NO molecule.

Output
E_HOMO in hartree: -0.3412

Last column: Löwdin charge in e.
Atoms and positions in Å:
C1 0.922 -1.255 -1.507  -0.006
C2 0.482 -1.738 -0.354  -0.187
C3 -0.335 -1.087 0.676  -0.177
N1 -0.672 0.123 0.798  0.023
O1 -0.044 1.043 -0.036  -0.211
C4 -0.350 2.323 0.485  -0.121
H1 0.718 -0.181 -1.930  0.096
H2 1.416 -1.996 -2.212  0.074
H3 0.835 -2.782 -0.104  0.107
H4 -0.849 -1.755 1.409  0.120
H5 -0.284 2.996 -0.433  0.099
H6 -1.431 2.420 0.836  0.094
H7 0.328 2.635 1.323  0.088

Atoms 1-2, force components in eV/Å:
-0.003 1.070 -2.405
0.967 -1.133 0.778

Record 10
Density functional theory data (ωB97M-V/def2-TZVPD) for a molecular structure, C4H7NO.

Output
E_HOMO in hartree: -0.3149

Last column: Löwdin charge in e.
Atoms and positions in Å:
C1 0.757 -1.023 0.572  -0.152
O1 0.866 0.258 1.170  -0.120
C2 -0.281 0.985 0.806  -0.173
C3 -0.654 0.511 -0.595  -0.187
N1 0.598 0.182 -1.662  0.077
C4 0.045 -0.767 -0.756  -0.355
H1 0.137 -1.694 1.193  0.124
H2 1.762 -1.441 0.476  0.128
H3 -1.151 0.719 1.433  0.131
H4 -0.059 2.047 0.940  0.129
H5 -1.656 0.609 -0.999  0.141
H6 0.173 1.205 -1.402  0.116
H7 -0.539 -1.593 -1.176  0.141

Atoms 1-2, force components in eV/Å:
0.027 -0.175 -0.140
0.001 0.000 0.064

Going through the records in order, we get ΔE to the lowest compared entry with this formula, charge and spin values of 4.911 2.639 3.589 6.483 2.857 4.085 1.126 4.789 3.860 4.621 eV.
Going through the records in order, we get F_max values of 2.1 0.5 0.4 1.8 1.1 1.0 1.2 2.4 2.6 1.1 eV Å⁻¹.